# 1
Here is a molecular structure, C17H40InO8 from OMol25. Energies are from wB97M-V/def2-TZVPD.

Results
max |F|	0.028	Eh/bohr
calculated total energy	-1463.6180	Eh
multiplicity	1
charge	-1
gap between HOMO and LUMO	7.2	eV
highest occupied orbital energy	-4.88	eV

Last column: Löwdin charge in e.
Atoms and positions in Å:
H  4.23  1.36  4.31  0.126
H  -2.10  4.41  -1.79  0.122
H  -1.83  -4.04  -1.82  0.030
C  -1.24  -4.31  0.25  -0.273
O  0.85  -3.07  -2.09  0.067
C  2.78  0.68  2.89  -0.184
H  2.42  -6.64  0.02  0.070
C  -2.15  -4.62  -0.95  -0.322
O  3.51  -0.89  0.30  -0.191
H  -1.92  1.39  -1.39  0.133
C  2.39  -0.13  -0.12  -0.199
H  1.63  1.84  0.04  0.111
C  1.51  -6.02  0.08  -0.096
H  -3.90  7.24  -2.41  0.087
H  -1.75  1.96  2.05  0.089
H  4.18  -2.81  0.42  0.089
C  0.65  -3.89  -1.20  -0.519
C  2.36  1.22  0.57  -0.181
H  6.29  3.10  1.77  0.086
C  -4.51  3.62  -1.12  -0.188
O  -3.76  5.91  -0.83  -0.192
C  -3.86  7.22  -1.32  -0.121
H  -1.95  -7.63  0.18  -0.144
H  3.26  -0.24  2.57  0.125
H  -1.25  -7.35  -2.67  -0.158
H  3.30  2.66  3.51  0.126
H  -5.71  5.30  -0.58  0.126
H  -3.16  -4.28  -0.71  0.017
H  -5.13  5.32  -2.27  0.126
H  -4.75  7.73  -0.93  0.086
H  6.03  3.13  3.53  0.085
C  -1.58  2.41  -1.18  -0.209
H  -1.92  3.23  -3.10  0.127
H  -1.75  -3.66  0.98  0.108
C  -2.30  3.38  -2.08  -0.184
C  -4.85  5.09  -1.23  -0.212
O  -0.07  -3.51  -0.11  -0.062
H  -0.47  1.35  0.99  0.066
H  -0.50  2.47  -1.40  0.122
O  -1.80  2.74  0.18  -0.195
O  -3.70  3.14  -2.18  -0.123
C  5.54  3.06  2.55  -0.122
C  -1.53  1.64  1.04  -0.088
C  3.30  -2.27  0.06  -0.100
H  3.33  1.71  0.51  0.123
H  0.83  -5.84  -1.98  0.094
In  -2.35  -6.82  -1.37  0.202
H  -2.98  7.76  -0.99  0.086
H  -4.06  3.40  -0.15  0.124
O  4.84  1.85  2.40  -0.192
H  -2.15  0.78  0.79  0.094
C  3.80  1.70  3.35  -0.210
H  0.67  -6.70  0.24  0.045
H  2.41  -2.63  0.59  0.085
H  1.46  -0.67  0.09  0.131
H  -4.04  -7.20  -1.81  -0.168
H  3.17  -2.46  -1.01  0.084
H  1.61  -5.35  0.94  0.073
O  1.88  1.17  1.91  -0.138
C  1.36  -5.24  -1.23  -0.145
H  2.15  0.45  3.75  0.128
H  4.86  3.92  2.44  0.087
H  2.35  -5.00  -1.63  0.112
H  2.44  0.03  -1.20  0.134
H  -5.44  3.07  -1.20  0.128
H  -0.92  -5.20  0.78  0.061

# 2
Here is 10 unconnected molecules or ions with the total composition C17H40N11O20 from OMol25. Energies are from wB97M-V/def2-TZVPD.

Results
max |F|	0.037	Eh/bohr
calculated total energy	-2777.7926	Eh
multiplicity	1
charge	+1
gap between HOMO and LUMO	9.4	eV
highest occupied orbital energy	-12.06	eV

Last column: Löwdin charge in e.
Atoms and positions in Å:
H  4.41  -5.06  0.05  0.095
O  8.89  -2.72  -3.38  0.052
C  8.80  -0.62  -2.43  0.039
O  0.30  -1.53  5.87  0.064
N  2.96  0.16  -6.83  -0.445
C  -3.53  4.38  -1.79  0.054
C  -1.23  -0.52  1.83  -0.169
H  4.18  -0.43  -4.05  0.079
H  7.96  -0.34  -3.05  0.078
O  2.20  -2.14  0.14  0.052
H  -0.62  4.18  -4.28  0.098
H  -3.68  4.17  -0.74  0.074
O  5.78  0.40  -2.19  0.067
N  0.74  -0.40  5.97  -0.463
H  -5.00  2.00  2.37  0.125
H  3.99  -1.12  2.34  0.108
O  -0.83  1.63  -3.93  0.055
H  4.54  -1.72  0.74  0.065
O  1.83  -2.49  2.22  0.049
H  -0.20  1.24  2.44  0.080
N  9.53  -1.71  -3.14  -0.455
H  -1.06  0.65  6.08  0.086
C  -5.51  -0.90  2.84  -0.223
H  1.19  -0.66  -7.60  0.095
O  -9.27  -0.20  2.43  0.022
O  5.12  -1.47  -1.39  0.036
C  1.79  0.24  -7.74  0.054
C  0.17  3.70  -3.72  0.045
O  -10.05  1.41  1.24  0.108
H  -4.76  -0.66  3.58  0.113
H  1.24  1.13  -7.48  0.099
O  7.18  -6.09  0.60  0.091
O  -3.93  2.28  0.72  0.108
O  1.82  -0.03  5.57  0.069
C  -2.92  1.19  2.54  -0.045
H  4.38  -2.84  2.11  0.094
O  -1.89  5.88  -2.41  0.053
N  -2.97  5.76  -1.89  -0.446
H  -11.36  0.49  3.78  0.106
O  -3.63  6.66  -1.43  0.083
H  -0.33  0.23  7.65  0.104
N  6.42  -5.15  0.61  -0.447
H  -5.19  -0.08  0.88  0.122
H  -7.33  -0.24  2.57  0.057
H  0.27  -0.23  3.24  0.067
N  -0.39  2.45  -3.15  -0.456
C  -1.30  -1.77  1.24  0.040
H  5.54  -4.15  -0.99  0.087
H  -3.02  -2.85  0.61  0.180
N  -2.64  -2.02  1.03  0.160
H  -11.25  2.18  3.18  0.100
C  5.37  -5.07  -0.45  0.053
H  -0.53  -2.46  0.99  0.119
H  3.22  -1.36  -2.86  0.097
H  -5.89  -1.88  3.09  0.130
N  2.56  -2.21  1.29  -0.433
H  -2.81  3.70  -2.23  0.075
H  -5.22  -1.83  0.91  0.131
N  4.99  -0.52  -2.13  -0.422
C  -4.06  1.88  1.83  -0.220
H  -3.13  1.06  3.59  0.132
H  -9.97  1.51  4.24  0.104
O  -0.41  2.32  -1.94  0.043
N  -9.95  0.81  2.28  -0.428
H  2.17  0.31  -8.75  0.104
H  5.47  -5.94  -1.09  0.096
N  -2.55  -0.08  1.94  0.057
O  3.07  -0.82  -6.11  0.049
H  3.26  0.43  -2.78  0.101
H  -4.47  4.37  -2.32  0.107
C  -0.14  0.60  6.65  0.050
H  8.45  -1.03  -1.49  0.098
H  0.38  1.55  6.66  0.096
H  0.50  4.33  -2.90  0.093
O  6.45  -4.24  1.41  0.044
C  3.81  -0.48  -3.03  0.056
H  0.77  0.06  1.58  0.088
C  -3.41  -1.01  1.46  -0.192
H  -2.07  1.85  2.45  0.123
O  10.69  -1.53  -3.43  0.075
C  -10.70  1.29  3.47  0.062
O  -6.50  0.09  2.92  -0.058
O  3.74  1.09  -6.85  0.076
H  0.99  3.43  -4.37  0.099
H  9.48  0.21  -2.28  0.096
C  -0.02  0.19  2.30  0.021
C  3.99  -1.95  1.64  0.064
C  -4.87  -0.95  1.43  -0.050

# 3
Here is 5 unconnected molecules or ions with the total composition C17H40N4O8P from OMol25. Energies are from wB97M-V/def2-TZVPD.

Results
max |F|	0.084	Eh/bohr
calculated total energy	-1834.0871	Eh
multiplicity	1
charge	-1
gap between HOMO and LUMO	4.8	eV
highest occupied orbital energy	-2.78	eV

Last column: Löwdin charge in e.
Atoms and positions in Å:
N  3.13  1.21  -5.37  -0.200
C  -5.78  -0.45  3.92  -0.359
H  1.11  -0.51  -1.28  0.099
H  4.20  -0.48  -4.76  0.096
H  7.22  1.11  3.18  0.122
C  7.12  0.31  2.42  -0.375
C  -8.02  0.50  3.58  -0.063
C  3.47  -0.19  -5.52  -0.037
H  -0.31  0.38  0.12  0.070
H  4.00  0.62  2.63  0.092
H  -8.23  -1.39  1.89  0.084
H  2.80  1.80  -7.34  0.087
H  5.20  1.87  3.01  0.075
H  6.30  -0.60  0.00  0.093
H  0.30  -3.06  -2.84  0.078
H  -8.91  -0.02  3.94  0.086
H  -3.20  0.89  5.08  0.078
H  3.07  -1.41  -1.89  0.013
N  5.90  0.27  1.86  -0.201
H  -3.01  3.67  2.64  0.091
O  -0.55  -1.69  -1.45  -0.189
C  -0.61  1.18  -0.58  -0.099
H  -1.59  1.42  4.52  0.087
H  3.89  -0.37  -6.51  0.084
H  -1.05  -3.63  -1.85  0.080
H  0.66  -3.13  0.18  0.018
H  0.68  -1.02  -2.99  0.100
H  0.08  2.03  -0.41  0.064
C  5.61  -0.73  0.84  -0.028
N  -3.15  1.65  3.15  -0.198
H  -6.49  -1.42  1.50  0.098
O  2.38  0.91  -3.24  0.026
H  2.53  -3.64  -3.38  0.023
C  3.37  2.13  -6.46  -0.067
H  4.44  2.13  -6.71  0.087
H  -1.54  0.47  -2.48  0.100
O  3.03  -4.06  -2.67  -0.209
H  -3.27  3.34  4.37  0.082
C  0.81  -3.72  -0.75  -0.259
H  2.38  2.71  -4.17  0.135
H  -8.26  1.05  2.67  0.090
C  -3.39  1.08  1.94  -0.359
O  3.42  -4.25  -0.14  -0.421
C  0.29  -0.70  -2.00  -0.280
N  -6.98  -0.47  3.30  -0.196
C  2.60  1.63  -4.19  -0.332
O  8.05  -0.42  2.15  0.000
P  2.58  -3.47  -1.15  0.482
H  2.58  -0.80  -5.39  0.092
H  4.53  1.76  1.37  0.087
H  -7.13  -2.49  2.77  0.093
C  -0.53  0.64  -2.07  -0.195
H  3.07  3.14  -6.20  0.080
H  5.76  -1.73  1.26  0.102
O  3.15  -1.87  -1.05  -0.243
O  -4.87  -1.23  3.73  0.020
C  4.85  1.19  2.25  -0.066
H  -5.69  0.37  4.66  0.128
C  -7.23  -1.50  2.30  -0.037
H  0.05  1.38  -2.65  0.072
H  4.59  -0.64  0.49  0.066
H  -7.68  1.20  4.34  0.081
H  -1.66  1.42  -0.38  0.044
C  -2.52  0.92  4.23  -0.068
H  -4.61  3.14  3.21  0.084
H  -3.06  0.03  1.88  0.140
C  -3.53  3.03  3.36  -0.053
O  -3.92  1.64  0.99  0.001
H  -2.29  -0.10  3.93  0.088
C  -0.12  -3.02  -1.81  -0.363